No. 1
DFT (the ωB97M-V functional and the def2-TZVPD basis) results for a 9-piece molecular cluster, C27H78N12O9 overall in a non-equilibrium geometry.

Last column: Löwdin charge in e.
Cartesian coordinates (Å):
C 4.6389 2.3497 4.6040  -0.055
C 4.3237 3.8805 4.6696  -0.413
C 4.4884 4.5670 3.2784  -0.196
O 5.6195 4.0874 2.5540  -0.202
C 5.8575 4.7931 1.2947  -0.082
N 3.1172 4.1922 5.4042  0.029
H 3.9943 1.5996 4.1458  0.073
H 5.0742 1.8141 5.4476  0.070
H 5.4836 2.3400 3.9152  0.051
H 4.9957 4.3984 5.3539  0.129
H 4.4466 5.6314 3.5095  0.119
H 3.6261 4.3895 2.6357  0.115
H 6.1852 5.8297 1.3730  0.080
H 5.0230 4.7180 0.5975  0.076
H 6.6944 4.2924 0.8079  0.081
H 2.4154 3.6152 4.9631  0.054
H 3.1525 3.5220 6.1590  0.066
C -7.1451 -1.3612 -1.1981  -0.042
C -6.5660 -0.4784 -0.0462  -0.428
C -6.1037 0.9488 -0.5473  -0.219
O -5.2307 0.9213 -1.6650  -0.196
C -5.5179 1.9986 -2.6385  -0.067
N -7.5421 -0.3130 0.9829  0.013
H -6.2732 -1.7215 -1.7440  0.070
H -7.7465 -0.7316 -1.8538  0.071
H -7.8058 -2.1699 -0.8856  0.074
H -5.7279 -0.9629 0.4547  0.126
H -5.5986 1.4830 0.2574  0.116
H -7.0204 1.5201 -0.6934  0.111
H -6.2892 1.5731 -3.2805  0.084
H -4.6045 2.4398 -3.0372  0.079
H -5.9096 2.9257 -2.2200  0.074
H -8.4443 -0.1378 0.5640  0.068
H -7.4603 0.5472 1.5058  0.066
C 0.5917 -1.0071 8.1349  -0.072
C 0.8654 0.2492 7.2629  -0.444
C 0.0160 0.2320 6.0113  -0.258
O 0.2110 1.3841 5.2862  -0.167
C -0.6508 1.4784 4.1469  -0.101
N 0.6608 1.3898 8.1241  0.046
H 0.5084 -1.8888 7.4994  0.067
H -0.4235 -0.9997 8.5317  0.077
H 1.4227 -1.1574 8.8240  0.079
H 1.8943 0.1002 6.9354  0.136
H -1.0440 0.2179 6.2648  0.129
H 0.2294 -0.6631 5.4271  0.130
H -0.2837 2.0864 3.3201  0.082
H -1.6463 1.8641 4.3662  0.081
H -0.9800 0.5455 3.6893  0.080
H -0.3043 1.2742 8.3986  0.071
H 1.2239 1.1934 8.9393  0.068
C -2.9148 0.5030 -7.7465  -0.080
C -3.6410 -0.4968 -6.8553  -0.416
C -5.1152 -0.6613 -7.2972  -0.208
O -5.7398 -1.6663 -6.4551  -0.195
C -7.1472 -1.4526 -6.4349  -0.112
N -3.0118 -1.7936 -7.1139  0.024
H -3.2285 1.5317 -7.5693  0.074
H -2.9762 0.3439 -8.8231  0.076
H -1.8476 0.4002 -7.5499  0.064
H -3.6120 -0.2158 -5.8026  0.142
H -5.1153 -0.8662 -8.3677  0.122
H -5.5606 0.3215 -7.1426  0.115
H -7.5309 -1.5330 -7.4519  0.089
H -7.4261 -0.6301 -5.7762  0.087
H -7.4967 -2.3990 -6.0224  0.084
H -3.2142 -2.4884 -6.4094  0.067
H -3.3216 -2.2417 -7.9644  0.071
C 6.9103 -1.4308 2.2524  -0.063
C 7.8313 -1.5443 3.4546  -0.439
C 7.4264 -2.4493 4.6439  -0.156
O 6.2017 -2.1713 5.3769  -0.208
C 5.5922 -3.2932 5.9118  -0.150
N 9.1248 -1.9851 2.8892  0.036
H 6.0476 -0.8473 2.5741  0.073
H 6.5842 -2.4366 1.9879  0.091
H 7.3766 -0.8013 1.4945  0.078
H 7.9069 -0.5307 3.8482  0.128
H 8.1236 -2.4644 5.4816  0.121
H 7.3461 -3.4932 4.3405  0.114
H 6.3463 -3.6733 6.6009  0.090
H 5.2449 -4.0529 5.2116  0.084
H 4.6195 -3.0774 6.3539  0.083
H 9.0438 -1.5795 1.9678  0.049
H 9.7271 -1.4341 3.4840  0.070
C -1.7676 -4.8255 -2.5388  -0.047
C -2.6351 -4.3131 -1.3069  -0.385
C -3.3473 -5.5460 -0.6655  -0.203
O -4.1102 -6.2798 -1.6668  -0.200
C -5.0446 -7.1743 -1.0541  -0.112
N -1.7955 -3.5896 -0.2877  0.033
H -1.0002 -5.5130 -2.1829  0.074
H -1.1643 -4.0854 -3.0644  0.062
H -2.4893 -5.2448 -3.2398  0.066
H -3.4726 -3.6993 -1.6386  0.117
H -3.8880 -5.2171 0.2219  0.112
H -2.5747 -6.1877 -0.2419  0.117
H -4.6761 -7.8541 -0.2859  0.081
H -5.3103 -7.8970 -1.8256  0.084
H -5.8572 -6.5424 -0.6959  0.087
H -2.4065 -3.1054 0.3546  0.054
H -1.2601 -2.8963 -0.7905  0.058
C 2.8876 -1.4121 -7.1202  -0.821
O 4.0393 -1.8289 -7.1791  0.017
N 1.9975 -1.8768 -7.8821  0.160
N 2.3854 -0.5995 -6.2373  0.169
H 2.3074 -2.3806 -8.7008  0.129
H 1.0439 -1.5450 -7.9069  0.113
H 2.9227 -0.2205 -5.4706  0.122
H 1.3803 -0.6556 -6.1558  0.107
C 1.5505 7.0323 -1.8927  -0.803
O 0.4209 6.5486 -1.8924  0.003
N 2.5536 6.6120 -2.6090  0.168
N 1.7902 8.0107 -1.1076  0.165
H 2.6552 5.6908 -3.0104  0.120
H 3.3584 7.2035 -2.7592  0.107
H 2.6759 8.4946 -1.1463  0.113
H 1.0767 8.3876 -0.5002  0.129
C 0.6248 1.3325 -1.4705  -0.850
O 0.6899 0.1966 -1.7869  0.057
N 1.6572 1.9579 -0.9226  0.160
N -0.4013 2.0549 -1.7004  0.179
H 1.4815 2.8438 -0.4704  0.099
H 2.3798 1.3293 -0.6017  0.114
H -1.2310 1.5609 -1.9966  0.124
H -0.4419 3.0426 -1.4930  0.115

Summary:
lowest unoccupied orbital energy	0.003	hartree
gap between HOMO and LUMO	0.33705	hartree
SMILES string	COC[C@H](C)N.COC[C@H](C)N.COC[C@H](C)N.COC[C@H](C)N.COC[C@H](C)N.COC[C@H](C)N.NC(N)=O.NC(N)=O.NC(N)=O
relative energy (zero: lowest compared OMol25 entry of this formula, charge and spin)	591.6	kJ/mol
E_HOMO	-9.081	eV
molecular weight	715.0	g mol⁻¹
net charge	0
E_tot	-2409.5244	hartree

=====

No. 2
DFT (the ωB97M-V functional and the def2-TZVPD basis) results for C27H79B3O14 as an isolated structure in a non-equilibrium geometry.

Last column: Löwdin charge in e.
Cartesian coordinates (Å):
C -2.0393 -1.8373 1.5521  -0.098
C -1.2061 -0.7007 0.8803  -0.243
C -1.4829 0.6845 1.5706  -0.170
C -0.9441 1.8246 0.6349  -0.234
C -2.0919 2.5825 -0.1274  -0.057
B 0.0890 2.8049 1.3443  -0.483
O 1.1655 2.3269 2.1653  0.210
B 2.3233 2.6572 1.4053  -0.281
O 2.4525 3.9976 0.9209  0.158
B 1.2342 4.4644 0.3832  -0.303
O 0.0699 4.2268 1.1757  0.206
H -1.7306 -1.9453 2.6071  0.076
H -1.8572 -2.7719 0.9877  0.058
H -3.1220 -1.6217 1.4796  0.062
H -1.4603 -0.5645 -0.1893  0.106
H -0.1131 -0.8643 0.9201  0.111
H -1.0271 0.7294 2.5770  0.115
H -2.5776 0.7785 1.6881  0.106
H -0.3632 1.3096 -0.1681  0.142
H -2.7038 3.1689 0.5724  0.087
H -1.6327 3.2158 -0.9050  0.080
H -2.6934 1.8134 -0.6492  0.078
H 3.1460 1.8434 1.1512  0.117
H 1.1038 4.9956 -0.6632  0.115
C -1.2995 -5.5884 -1.2092  -0.090
C -0.8508 -4.3729 -1.9999  -0.315
O 0.0042 -3.5568 -1.2062  -0.090
H -1.8244 -5.2838 -0.3037  0.064
H -1.9627 -6.2186 -1.8041  0.075
H -0.4371 -6.1843 -0.8941  0.061
H -1.7107 -3.7700 -2.2926  0.112
H -0.3133 -4.6713 -2.9076  0.102
H 0.7657 -4.0892 -0.9582  0.068
C -3.5940 -9.3116 0.3343  -0.089
C -3.4369 -8.0198 1.1135  -0.316
O -3.8573 -6.9017 0.3327  -0.095
H -3.0110 -9.2735 -0.5875  0.074
H -3.2639 -10.1683 0.9245  0.076
H -4.6378 -9.4659 0.0486  0.074
H -2.3921 -7.8588 1.3791  0.115
H -4.0257 -8.0519 2.0366  0.103
H -4.7812 -7.0349 0.1055  0.081
C -5.5727 -3.7829 3.4023  -0.094
C -4.2722 -4.2827 3.9983  -0.308
O -4.2640 -5.7076 4.0715  -0.088
H -6.4223 -4.1162 4.0026  0.077
H -5.5834 -2.6958 3.3486  0.059
H -5.7141 -4.1821 2.3961  0.068
H -4.1410 -3.8978 5.0101  0.112
H -3.4228 -3.9560 3.3890  0.098
H -4.3691 -6.0395 3.1760  0.050
C 4.3163 5.1690 3.3074  -0.084
C 5.6691 4.5157 3.5175  -0.309
O 6.7220 5.3952 3.1308  -0.085
H 4.1871 5.4491 2.2616  0.062
H 3.5053 4.4960 3.5935  0.076
H 4.2355 6.0851 3.8993  0.078
H 5.7566 3.6137 2.9114  0.113
H 5.8076 4.2394 4.5682  0.109
H 6.6538 6.1859 3.6710  0.078
C -7.4280 0.1038 0.4611  -0.089
C -6.1361 -0.4199 1.0599  -0.319
O -6.1486 -1.8419 1.1249  -0.105
H -8.2832 -0.2239 1.0548  0.076
H -7.4271 1.1950 0.4178  0.073
H -7.5697 -0.2862 -0.5501  0.070
H -6.0076 -0.0455 2.0764  0.113
H -5.2751 -0.0985 0.4624  0.102
H -6.2523 -2.1735 0.2250  0.062
C 5.9094 6.6636 -0.3791  -0.076
C 6.0693 7.9366 0.4281  -0.317
O 5.6953 9.0744 -0.3430  -0.101
H 6.5221 6.7069 -1.2820  0.061
H 6.2035 5.7882 0.2039  0.068
H 4.8716 6.5372 -0.7010  0.069
H 7.1086 8.0692 0.7295  0.112
H 5.4500 7.9011 1.3325  0.099
H 4.7660 8.9614 -0.6037  0.029
C 2.1383 -8.2234 -1.4461  -0.092
C 2.5863 -7.0083 -2.2352  -0.309
O 3.4421 -6.1903 -1.4382  -0.094
H 1.6128 -7.9175 -0.5398  0.070
H 1.4757 -8.8541 -2.0419  0.076
H 2.9993 -8.8187 -1.1319  0.073
H 1.7258 -6.4054 -2.5292  0.098
H 3.1232 -7.3057 -3.1417  0.112
H 4.2021 -6.7221 -1.1891  0.083
C 3.8828 -2.8375 -1.3001  -0.092
C 5.1622 -3.0210 -0.5078  -0.321
O 5.6136 -1.7786 0.0272  -0.086
H 4.0366 -2.1295 -2.1165  0.078
H 3.5433 -3.7867 -1.7154  0.047
H 3.0907 -2.4279 -0.6662  0.070
H 5.9552 -3.4094 -1.1470  0.112
H 5.0084 -3.7250 0.3172  0.108
H 4.9209 -1.4409 0.5992  0.072
C 6.2985 7.2346 -5.3080  -0.095
C 7.5574 7.0309 -4.4859  -0.326
O 7.9935 8.2646 -3.9240  -0.085
H 6.4782 7.9547 -6.1078  0.074
H 5.9616 6.2943 -5.7498  0.071
H 5.4937 7.6374 -4.6875  0.070
H 8.3636 6.6482 -5.1117  0.110
H 7.3816 6.3146 -3.6759  0.097
H 7.2864 8.5977 -3.3627  0.072
C -9.3657 -5.0807 -1.3615  -0.092
C -8.8097 -3.6924 -1.1094  -0.316
O -7.4034 -3.6577 -1.3517  -0.092
H -8.8701 -5.8117 -0.7207  0.075
H -10.4392 -5.1138 -1.1679  0.076
H -9.1878 -5.3865 -2.3959  0.073
H -8.9701 -3.3994 -0.0720  0.114
H -9.2994 -2.9566 -1.7556  0.110
H -7.2589 -3.9052 -2.2680  0.081
C 0.5782 9.2026 -0.7866  -0.083
C 1.9250 8.5389 -0.5770  -0.306
O 2.9869 9.4138 -0.9582  -0.092
H 0.4525 9.4877 -1.8322  0.079
H -0.2362 8.5335 -0.5036  0.075
H 0.5016 10.1170 -0.1928  0.076
H 2.0054 7.6389 -1.1867  0.108
H 2.0616 8.2574 0.4728  0.115
H 2.9261 10.2056 -0.4153  0.099

Summary:
lowest unoccupied orbital energy	0.011	hartree
gap between HOMO and LUMO	0.36529	hartree
E_HOMO	-9.635	eV
molecular weight	660.4	g mol⁻¹
net charge	0
E_tot	-2204.1278	hartree

=====

No. 3
DFT (the ωB97M-V functional and the def2-TZVPD basis) results for C27H79BrCoN12O10 as an isolated structure in a non-equilibrium geometry.

Last column: Löwdin charge in e.
Cartesian coordinates (Å):
Co 2.3429 -1.0404 0.8930  0.457
Br -0.2802 -0.7511 1.1104  0.024
O 2.5926 -0.6764 -1.0081  -0.405
H 2.5462 0.1178 -1.5752  -0.037
C -0.3336 3.3426 -3.4293  -0.044
C 0.0668 2.6500 -2.1194  -0.443
C -0.0948 3.5046 -0.9111  -0.218
O 0.6034 4.7171 -0.8899  -0.173
C 0.4114 5.5099 0.2808  -0.088
N -0.7418 1.4768 -2.1223  0.069
H 0.0007 2.7422 -4.2754  0.061
H 0.2954 4.2327 -3.4413  0.073
H -1.3854 3.5647 -3.6094  0.082
H 1.1105 2.3553 -2.2290  0.132
H 0.2430 2.8940 -0.0737  0.111
H -1.1420 3.7390 -0.7197  0.125
H 0.8221 5.0327 1.1706  0.067
H -0.6590 5.6263 0.4503  0.072
H 0.8391 6.5016 0.1340  0.088
H -0.6505 1.0069 -3.0117  0.050
H -0.4802 0.8305 -1.3916  0.021
C 4.1651 -2.0434 4.6520  -0.052
C 4.0246 -1.5344 3.2096  -0.399
C 4.7976 -2.3450 2.2117  -0.164
O 4.5999 -1.8954 0.8590  -0.244
C 5.6607 -2.2363 -0.0456  -0.073
N 2.5809 -1.4422 2.9884  0.030
H 5.1650 -2.2979 5.0037  0.080
H 3.5192 -2.8973 4.8567  0.085
H 3.9519 -1.2430 5.3605  0.083
H 4.4304 -0.5230 3.2336  0.141
H 4.4611 -3.3814 2.1842  0.138
H 5.8591 -2.2346 2.4333  0.135
H 6.6210 -1.7308 0.0568  0.087
H 5.2909 -2.0066 -1.0449  0.085
H 5.8936 -3.3011 -0.0359  0.089
H 2.0426 -0.9130 3.6594  0.103
H 2.3214 -2.3629 3.3123  0.081
C 3.7532 -1.1688 -6.1468  -0.070
C 3.4126 0.2900 -6.3915  -0.441
C 2.5233 0.9241 -5.2593  -0.220
O 1.2512 0.3750 -5.1466  -0.188
C 1.0804 -0.8041 -4.2898  -0.055
N 4.5937 1.0756 -6.5461  0.022
H 2.9046 -1.7968 -6.4183  0.073
H 4.0539 -1.2559 -5.1028  0.075
H 4.6595 -1.4286 -6.6939  0.074
H 2.9469 0.3019 -7.3769  0.140
H 2.4169 1.9924 -5.4476  0.114
H 2.9948 0.9790 -4.2781  0.119
H 1.5065 -0.5735 -3.3134  0.057
H 1.5154 -1.7205 -4.6887  0.067
H 0.0291 -0.9452 -4.0389  0.068
H 4.2759 1.9561 -6.9254  0.070
H 5.0414 1.3704 -5.6900  0.072
C -0.4114 -4.8044 3.9301  -0.072
C -1.4129 -5.2855 2.8828  -0.437
C -0.7850 -5.3035 1.4644  -0.233
O -1.7355 -5.7868 0.5769  -0.208
C -2.4769 -4.7760 -0.1821  -0.053
N -2.0255 -6.5280 3.2967  0.049
H -0.9738 -4.5421 4.8262  0.075
H 0.1843 -3.9941 3.5098  0.057
H 0.2939 -5.5893 4.2033  0.071
H -2.1733 -4.5053 2.9162  0.132
H -0.0124 -6.0717 1.4300  0.114
H -0.4214 -4.3367 1.1164  0.102
H -1.7321 -4.2867 -0.8098  0.082
H -3.1203 -4.1494 0.4356  0.087
H -3.1866 -5.2129 -0.8845  0.079
H -1.5931 -7.2718 2.7677  0.070
H -3.0235 -6.5998 3.1584  0.073
C -0.9818 3.8657 4.4434  -0.063
C -2.1842 3.4460 3.5008  -0.377
C -2.7268 4.8284 2.9412  -0.141
O -3.6677 4.5647 1.8446  -0.213
C -4.4902 5.5580 1.3455  -0.140
N -1.6075 2.7603 2.3676  0.040
H -0.6015 2.8961 4.7649  0.069
H -1.4424 4.3566 5.3007  0.066
H -0.3381 4.5571 3.8996  0.061
H -3.0469 2.9043 3.8886  0.137
H -1.8923 5.4579 2.6322  0.106
H -3.2154 5.3364 3.7726  0.121
H -5.3378 5.3084 0.7072  0.082
H -4.0134 6.4230 0.8844  0.086
H -5.0368 5.9892 2.1841  0.081
H -1.4182 1.7853 2.1843  0.010
H -2.0532 3.2074 1.5792  0.041
C -2.8523 -1.0124 -3.0578  -0.078
C -4.1712 -0.3787 -2.6976  -0.431
C -4.0026 1.0310 -1.9310  -0.137
O -5.1064 1.5365 -1.1554  -0.209
C -4.8406 2.6416 -0.3705  -0.152
N -5.0707 -0.3956 -3.8081  0.025
H -3.0130 -1.9585 -3.5747  0.075
H -2.1801 -1.1395 -2.2091  0.072
H -2.3532 -0.4018 -3.8102  0.067
H -4.6673 -1.0342 -1.9817  0.126
H -3.6741 1.8135 -2.6150  0.112
H -3.2073 1.0303 -1.1856  0.087
H -3.9328 2.5675 0.2281  0.058
H -5.7002 2.6924 0.2978  0.103
H -4.8409 3.4877 -1.0577  0.094
H -5.2679 -1.3741 -3.9622  0.067
H -6.0022 -0.2172 -3.4608  0.073
C 2.7478 2.0720 1.8828  -0.764
O 2.6338 1.0494 1.2164  -0.046
N 1.7701 2.4063 2.5767  0.210
N 3.8288 2.7571 2.1390  0.194
H 1.8700 3.2219 3.1639  0.114
H 0.8287 2.0771 2.4171  0.081
H 3.8407 3.5302 2.7888  0.118
H 4.6811 2.4336 1.7042  0.126
C -4.1758 -0.1916 2.8356  -0.887
O -5.2880 0.0436 3.1011  0.079
N -3.5109 0.3617 1.8748  0.179
N -3.5215 -1.0456 3.5168  0.174
H -4.0695 0.9884 1.3134  0.084
H -2.8376 -0.2523 1.4392  -0.006
H -2.5123 -1.0642 3.4816  0.081
H -4.0229 -1.3078 4.3534  0.121
C 2.1398 -3.7702 -0.6349  -0.716
O 2.1428 -3.1162 0.4173  -0.051
N 2.2884 -3.3408 -1.8459  0.193
N 1.8045 -5.0030 -0.7132  0.186
H 2.2037 -4.0553 -2.5547  0.118
H 2.7709 -2.4535 -1.8494  0.075
H 1.5291 -5.5526 0.0882  0.107
H 1.9495 -5.4376 -1.6133  0.119

Summary:
multiplicity	4
lowest unoccupied orbital energy (spin up / spin down)	0.000 / 0.000	hartree
gap between HOMO and LUMO (spin up / spin down)	0.29996 / 0.30620	hartree
E_HOMO (spin up / spin down)	-8.160 / -8.334	eV
<S²>	3.756
molecular weight	870.8	g mol⁻¹
net charge	0
E_tot	-6442.2853	hartree

=====

Look up the net charge of the first one. 0

=====

The highest E_tot belongs to which entry? C27H79B3O14

=====

The highest molecular weight belongs to which entry? C27H79BrCoN12O10